# 1
Computed, not measured: a 2-piece molecular cluster, CH6NO3P overall at a distorted geometry, with ωB97M-V/def2-TZVPD.

Geometry (Å):
C  0.745  1.505  -0.628
N  -2.256  -0.230  0.074
O  0.271  -1.217  0.156
O  1.239  1.089  0.786
O  2.721  -0.804  -0.138
P  1.301  -0.091  -0.268
H  1.551  2.108  -1.058
H  -2.391  0.280  0.938
H  -2.342  0.417  -0.697
H  -0.671  -0.864  0.130
H  -2.987  -0.928  0.004
H  2.820  -1.264  0.701

2S+1: 3
energy: -18051.8695 eV
⟨S²⟩: 2.0090


# 2
Computed, not measured: a 2-piece molecular cluster, C5H11O3 overall at a distorted geometry, with ωB97M-V/def2-TZVPD.

Geometry (Å):
O  -0.764  -1.346  0.850
O  -1.574  -0.559  0.781
C  3.135  0.509  0.620
C  2.121  0.258  -0.414
C  2.453  -0.429  -1.695
C  1.660  -1.717  -1.867
C  2.254  0.510  -2.892
O  3.095  1.641  -2.829
H  2.718  1.022  1.488
H  3.578  -0.424  0.970
H  3.938  1.128  0.222
H  1.125  0.641  -0.284
H  3.526  -0.676  -1.664
H  1.826  -2.393  -1.028
H  0.594  -1.501  -1.915
H  1.940  -2.236  -2.785
H  2.454  -0.017  -3.832
H  1.214  0.849  -2.927
H  2.870  2.280  -3.544

2S+1: 4
energy: -11500.0602 eV
⟨S²⟩: 3.7610


# 3
Computed, not measured: C9H34O8 as an isolated structure at a distorted geometry, with ωB97M-V/def2-TZVPD.

Geometry (Å):
O  -1.550  2.046  1.909
H  -1.431  1.334  1.280
H  -2.356  1.824  2.374
O  0.019  -0.003  0.850
H  0.909  -0.153  0.532
H  -0.345  0.645  0.246
O  1.052  -0.536  2.735
H  0.864  0.384  2.920
H  0.191  -0.934  2.601
O  -1.133  1.234  -0.268
H  -0.844  1.865  -0.927
H  -1.486  0.502  -0.775
O  2.019  0.102  -0.070
H  2.647  0.020  -0.788
H  2.556  0.077  0.722
C  1.188  2.132  1.326
C  1.515  2.851  0.033
C  2.900  3.395  -0.181
O  1.218  1.872  -0.834
H  0.309  1.504  1.471
H  1.185  2.890  2.110
H  2.002  1.458  1.592
H  0.837  3.705  0.047
H  3.283  3.911  0.700
H  2.974  4.118  -0.993
H  3.533  2.524  -0.352
H  1.454  1.028  -0.443
C  -1.468  -0.690  -3.514
C  -0.135  -1.256  -2.991
C  -0.246  -1.501  -1.473
O  0.248  -2.493  -3.563
H  -1.845  -0.040  -2.724
H  -2.203  -1.459  -3.755
H  -1.379  -0.233  -4.499
H  0.659  -0.514  -3.071
H  -0.501  -0.562  -0.983
H  0.727  -1.804  -1.087
H  -0.954  -2.307  -1.279
H  1.168  -2.726  -3.415
C  -2.491  -1.636  0.457
C  -1.689  -1.980  1.684
C  -0.478  -2.978  1.464
O  -1.144  -0.794  2.224
H  -3.019  -2.506  0.067
H  -1.916  -1.149  -0.330
H  -3.221  -0.930  0.853
H  -2.368  -2.278  2.484
H  0.181  -2.963  2.332
H  0.136  -2.672  0.617
H  -0.750  -4.006  1.226
H  -0.821  -0.319  1.455

2S+1: 1
energy: -26252.5171 eV


# 4
Computed, not measured: C16H34AlBr11NO as an isolated structure at a distorted geometry, with ωB97M-V/def2-TZVPD.

Geometry (Å):
C  4.478  0.004  0.590
C  4.489  1.613  0.905
O  4.658  1.975  2.205
N  4.314  2.734  -0.096
C  2.931  3.346  -0.061
C  1.939  2.779  -1.269
C  1.236  1.397  -0.732
C  -0.376  1.503  -0.450
Al  -0.834  1.755  1.556
Br  0.052  3.792  2.508
H  5.408  -0.377  -0.039
H  3.487  -0.332  0.017
H  4.479  -0.652  1.588
H  4.598  2.469  -1.064
H  2.467  3.065  0.998
H  2.973  4.530  -0.088
H  2.656  2.458  -2.165
H  1.200  3.585  -1.685
H  1.408  0.577  -1.557
H  1.795  1.100  0.266
H  -0.940  2.286  -1.152
H  -0.834  0.441  -0.743
H  -2.423  1.762  1.673
H  -0.241  0.495  2.314
Br  -1.053  6.726  -1.992
C  -2.633  5.914  -1.190
C  -2.285  5.189  0.090
Br  -1.427  3.477  -0.279
H  -3.079  5.264  -1.948
H  -3.310  6.748  -0.988
H  -3.191  4.937  0.649
H  -1.608  5.753  0.738
Br  0.647  -2.192  -0.134
C  -0.794  -3.218  0.685
C  -2.099  -3.011  -0.049
Br  -2.893  -1.286  0.397
H  -0.837  -2.925  1.738
H  -0.474  -4.261  0.616
H  -2.839  -3.753  0.265
H  -1.995  -3.044  -1.136
Br  -5.577  2.441  4.756
C  -6.448  1.244  3.488
C  -5.497  0.822  2.393
Br  -5.251  2.247  1.083
H  -7.335  1.763  3.116
H  -6.761  0.380  4.081
H  -5.911  -0.016  1.824
H  -4.504  0.550  2.760
Br  4.050  -3.339  0.569
C  5.770  -4.210  0.280
C  6.910  -3.339  0.755
Br  7.274  -1.901  -0.512
H  5.827  -4.459  -0.783
H  5.722  -5.134  0.863
H  7.839  -3.914  0.805
H  6.724  -2.872  1.725
Br  -4.207  -4.965  -1.883
C  -3.438  -5.076  -3.671
C  -2.105  -5.787  -3.649
Br  -0.694  -4.624  -2.970
H  -3.378  -4.055  -4.057
H  -4.167  -5.640  -4.259
H  -1.791  -6.049  -4.664
H  -2.103  -6.688  -3.030

2S+1: 1
energy: -797742.5249 eV
charge: -1


# 5
Computed, not measured: one molecule with the formula CH4BNO2 at a distorted geometry, with ωB97M-V/def2-TZVPD.

Geometry (Å):
B  0.004  0.554  0.257
C  0.530  -0.946  0.490
N  -0.655  0.911  -0.992
O  -0.772  1.264  -2.116
O  -1.537  0.740  -0.103
H  0.461  1.450  0.871
H  -0.183  -1.670  0.088
H  0.679  -1.186  1.536
H  1.471  -1.118  -0.032

2S+1: 1
energy: -7360.5178 eV


# 6
Computed, not measured: a 6-piece molecular cluster, C33H64N9O2 overall at a distorted geometry, with ωB97M-V/def2-TZVPD.

Geometry (Å):
C  -3.171  -1.436  3.664
O  -3.836  -1.006  2.416
C  -2.872  -0.817  1.318
C  -3.705  -0.258  0.015
C  -2.765  0.353  -1.188
C  -1.503  -0.600  -1.623
C  -0.029  -0.047  -1.166
C  0.736  0.870  -2.318
C  -0.301  1.721  -3.272
C  0.432  2.761  -4.311
N  1.893  3.021  -4.035
C  2.495  3.890  -2.964
C  1.465  4.815  -2.106
C  1.857  4.661  -0.487
N  3.251  4.396  0.034
O  0.874  4.815  0.406
C  2.799  2.325  -4.846
N  3.659  1.236  -4.233
N  2.848  2.768  -6.303
H  -2.235  -0.789  3.961
H  -3.979  -1.305  4.533
H  -2.926  -2.589  3.535
H  -2.417  -1.878  1.068
H  -2.079  -0.022  1.653
H  -4.390  0.629  0.417
H  -4.454  -1.107  -0.347
H  -3.470  0.429  -2.148
H  -2.480  1.456  -0.912
H  -1.591  -0.808  -2.790
H  -1.631  -1.667  -1.112
H  -0.148  0.516  -0.141
H  0.638  -1.012  -0.946
H  1.462  0.213  -2.989
H  1.359  1.679  -1.701
H  -0.917  0.933  -3.920
H  -1.116  2.280  -2.606
H  -0.187  3.780  -4.269
H  0.230  2.330  -5.405
H  3.200  3.188  -2.311
H  3.247  4.637  -3.515
H  1.599  5.949  -2.391
H  0.333  4.533  -2.175
H  3.533  5.044  0.802
H  3.401  3.389  0.286
H  3.577  1.191  -3.193
H  3.515  0.306  -4.685
H  3.272  3.740  -6.255
H  1.892  2.924  -6.692
C  6.866  1.430  -7.275
C  7.055  2.357  -8.469
C  7.150  3.831  -8.075
C  5.907  4.326  -7.470
N  4.926  4.713  -6.985
H  5.926  1.634  -6.752
H  6.840  0.387  -7.608
H  7.688  1.538  -6.561
H  6.230  2.207  -9.175
H  7.977  2.072  -8.989
H  7.371  4.423  -8.971
H  7.986  3.979  -7.383
C  -3.623  6.079  -3.780
C  -3.960  5.695  -2.345
C  -3.477  4.294  -1.969
C  -4.145  3.247  -2.752
N  -4.669  2.422  -3.379
H  -4.117  5.417  -4.499
H  -3.958  7.100  -3.985
H  -2.544  6.033  -3.955
H  -5.044  5.774  -2.196
H  -3.490  6.420  -1.670
H  -3.678  4.125  -0.904
H  -2.392  4.224  -2.103
C  -0.731  2.910  5.526
C  -1.068  2.526  6.960
C  -0.586  1.126  7.337
C  -1.254  0.079  6.553
N  -1.778  -0.746  5.926
H  -1.225  2.249  4.807
H  -1.067  3.932  5.321
H  0.348  2.865  5.351
H  -2.152  2.606  7.110
H  -0.599  3.252  7.635
H  -0.786  0.956  8.401
H  0.500  1.056  7.203
C  -1.974  -7.492  3.417
C  -2.961  -6.337  3.529
C  -2.927  -5.398  2.324
C  -1.636  -4.711  2.191
N  -0.611  -4.176  2.084
H  -0.940  -7.133  3.379
H  -2.064  -8.151  4.286
H  -2.165  -8.086  2.518
H  -2.759  -5.778  4.450
H  -3.973  -6.751  3.622
H  -3.719  -4.649  2.436
H  -3.147  -5.958  1.407
C  0.629  -9.240  6.099
C  0.575  -8.839  7.568
C  -0.075  -9.899  8.456
C  -1.490  -10.112  8.123
N  -2.606  -10.284  7.852
H  -0.374  -9.369  5.681
H  1.134  -8.464  5.515
H  1.180  -10.176  5.969
H  0.039  -7.886  7.662
H  1.599  -8.665  7.920
H  0.000  -9.579  9.502
H  0.473  -10.844  8.373

2S+1: 1
energy: -52748.8531 eV
charge: +1


Please write out number 5 again, unchanged.
Computed, not measured: one molecule with the formula CH4BNO2 at a distorted geometry, with ωB97M-V/def2-TZVPD.

Geometry (Å):
B  0.004  0.554  0.257
C  0.530  -0.946  0.490
N  -0.655  0.911  -0.992
O  -0.772  1.264  -2.116
O  -1.537  0.740  -0.103
H  0.461  1.450  0.871
H  -0.183  -1.670  0.088
H  0.679  -1.186  1.536
H  1.471  -1.118  -0.032

2S+1: 1
energy: -7360.5178 eV


What did the fourth record say?
Computed, not measured: C16H34AlBr11NO as an isolated structure at a distorted geometry, with ωB97M-V/def2-TZVPD.

Geometry (Å):
C  4.478  0.004  0.590
C  4.489  1.613  0.905
O  4.658  1.975  2.205
N  4.314  2.734  -0.096
C  2.931  3.346  -0.061
C  1.939  2.779  -1.269
C  1.236  1.397  -0.732
C  -0.376  1.503  -0.450
Al  -0.834  1.755  1.556
Br  0.052  3.792  2.508
H  5.408  -0.377  -0.039
H  3.487  -0.332  0.017
H  4.479  -0.652  1.588
H  4.598  2.469  -1.064
H  2.467  3.065  0.998
H  2.973  4.530  -0.088
H  2.656  2.458  -2.165
H  1.200  3.585  -1.685
H  1.408  0.577  -1.557
H  1.795  1.100  0.266
H  -0.940  2.286  -1.152
H  -0.834  0.441  -0.743
H  -2.423  1.762  1.673
H  -0.241  0.495  2.314
Br  -1.053  6.726  -1.992
C  -2.633  5.914  -1.190
C  -2.285  5.189  0.090
Br  -1.427  3.477  -0.279
H  -3.079  5.264  -1.948
H  -3.310  6.748  -0.988
H  -3.191  4.937  0.649
H  -1.608  5.753  0.738
Br  0.647  -2.192  -0.134
C  -0.794  -3.218  0.685
C  -2.099  -3.011  -0.049
Br  -2.893  -1.286  0.397
H  -0.837  -2.925  1.738
H  -0.474  -4.261  0.616
H  -2.839  -3.753  0.265
H  -1.995  -3.044  -1.136
Br  -5.577  2.441  4.756
C  -6.448  1.244  3.488
C  -5.497  0.822  2.393
Br  -5.251  2.247  1.083
H  -7.335  1.763  3.116
H  -6.761  0.380  4.081
H  -5.911  -0.016  1.824
H  -4.504  0.550  2.760
Br  4.050  -3.339  0.569
C  5.770  -4.210  0.280
C  6.910  -3.339  0.755
Br  7.274  -1.901  -0.512
H  5.827  -4.459  -0.783
H  5.722  -5.134  0.863
H  7.839  -3.914  0.805
H  6.724  -2.872  1.725
Br  -4.207  -4.965  -1.883
C  -3.438  -5.076  -3.671
C  -2.105  -5.787  -3.649
Br  -0.694  -4.624  -2.970
H  -3.378  -4.055  -4.057
H  -4.167  -5.640  -4.259
H  -1.791  -6.049  -4.664
H  -2.103  -6.688  -3.030

2S+1: 1
energy: -797742.5249 eV
charge: -1